(1)
Density functional theory data (ωB97M-V/def2-TZVPD) for a cluster of 2 separate species, C5H15N2O2 in total in a non-equilibrium geometry.

As for the net charge: -1. The frontier orbital gap is 0.2699 Eh. The calculation puts the largest force on an atom at 3.11 eV Å⁻¹. The energy relative to the best compared isomer or geometry (same formula, charge and spin) is 16.3 kcal/mol. As for the HOMO energy: -3.5 eV.

Atoms and positions in Å:
C -0.0126 -1.5283 0.5328
N 1.2049 -0.9944 -0.1433
C 1.0077 -0.5425 -1.5432
O 0.8133 0.7994 -1.7336
C -1.0711 -0.3965 1.0170
C -2.4412 -0.9945 0.7663
N -1.0371 0.9353 0.4143
C -0.3685 2.0067 1.1791
H 0.0087 -2.1973 1.3846
H -0.5402 -2.0699 -0.2731
H 1.5631 -0.3141 0.5314
H 1.8235 -0.9634 -2.1331
H 0.0879 -0.9931 -2.0058
H -1.0799 -0.3053 2.1018
H -2.5871 -1.9610 1.2287
H -3.1816 -0.2917 1.2095
H -2.6892 -1.0186 -0.3027
H -0.5523 0.9769 -0.5315
H 0.1646 1.5665 2.0037
H 0.4294 2.4782 0.5591
H -1.0141 2.8351 1.4754
H 3.5197 0.5864 -1.3590
H 2.4821 1.2534 -2.2217
O 3.4698 1.1326 -2.1568

Quick look at the Mulliken charges, all values in e: number 1, C, carries -1.093; number 2, N, carries -0.307; number 3, C, carries -0.622; number 4, O, carries -1.014; number 5, C, carries 0.592; number 6, C, carries -1.761; number 7, N, carries -0.455; number 8, C, carries -0.913; number 9, H, carries 0.375; number 10, H, carries 0.400; number 11, H, carries 0.274; number 12, H, carries 0.500; number 13, H, carries 0.276; number 14, H, carries 0.293; number 15, H, carries 0.358; number 16, H, carries 0.427; number 17, H, carries 0.369; number 18, H, carries 0.459; number 19, H, carries 0.312; number 20, H, carries 0.268; number 21, H, carries 0.266; number 22, H, carries 0.286; number 23, H, carries 0.415; number 24, O, carries -0.707

(2)
Density functional theory data (ωB97M-V/def2-TZVPD) for a cluster of 2 separate species, C5H15N2O2 in total in a non-equilibrium geometry.

As for the net charge: -1. The frontier orbital gap is 0.2597 Eh. The calculation puts the largest force on an atom at 5.83 eV Å⁻¹. The energy relative to the best compared isomer or geometry (same formula, charge and spin) is 63.4 kcal/mol. As for the HOMO energy: -3.4 eV.

Atoms and positions in Å:
N -2.7838 -0.2235 -1.3831
C -1.8408 -0.5169 -0.2680
C -1.5708 0.7659 0.5134
N -0.2181 0.9018 1.1647
C 0.2152 -0.4292 1.6696
C 0.8111 1.5480 0.2589
C 1.4294 0.8639 -0.9897
O 2.5604 0.0329 -0.7128
H -3.1082 -1.0197 -1.7599
H -2.4547 0.1774 -2.2028
H -0.9461 -1.0150 -0.6778
H -2.2581 -1.2884 0.3302
H -2.1973 0.9633 1.3892
H -1.9167 1.6611 0.0107
H 0.9252 -1.0383 1.1880
H -0.4961 -1.2170 1.9073
H 0.7225 -0.2160 2.5911
H 0.5910 2.6710 0.2687
H 1.7711 1.6726 1.0039
H 1.7424 1.7676 -1.6360
H 0.7412 0.2525 -1.4705
H 3.3209 -2.2742 0.0445
H 2.2798 -1.4946 -0.7284
O 2.6806 -2.5451 -0.5111

Quick look at the Mulliken charges, all values in e: number 1, N, carries -0.759; number 2, C, carries -0.142; number 3, C, carries -0.991; number 4, N, carries -0.119; number 5, C, carries -1.042; number 6, C, carries -0.597; number 7, C, carries -0.425; number 8, O, carries -0.906; number 9, H, carries 0.201; number 10, H, carries 0.203; number 11, H, carries 0.292; number 12, H, carries 0.423; number 13, H, carries 0.297; number 14, H, carries 0.508; number 15, H, carries 0.357; number 16, H, carries 0.333; number 17, H, carries 0.380; number 18, H, carries 0.470; number 19, H, carries 0.258; number 20, H, carries 0.180; number 21, H, carries 0.235; number 22, H, carries 0.246; number 23, H, carries 0.389; number 24, O, carries -0.791

(3)
Density functional theory data (ωB97M-V/def2-TZVPD) for a structure of composition C5H15N2O2PSn in a non-equilibrium geometry.

As for the net charge: +2. The frontier orbital gap is 0.2416 Eh. The calculation puts the largest force on an atom at 3.87 eV Å⁻¹. As for the HOMO energy: -16.9 eV.

Atoms and positions in Å:
C 1.6121 -2.4724 0.2928
C 1.4222 -1.6408 -0.9861
C 0.8474 -0.2632 -0.7352
O -0.4806 -0.3831 -0.1743
C -1.1805 0.7660 -0.3754
C -2.6454 0.4433 -0.4659
N -3.0769 0.0681 0.8714
P 2.0524 0.6572 0.3505
N 1.5966 2.3873 0.1925
O 1.6144 0.4140 1.9009
H 1.5328 -1.8837 1.1963
H 2.5762 -2.9577 0.2944
H 0.8659 -3.2482 0.3613
H 0.6617 -2.1505 -1.5646
H 2.3194 -1.5868 -1.5836
H 0.7884 0.2470 -1.7002
H -0.8602 1.3544 -1.3206
H -1.1122 1.3979 0.6285
H -2.8128 -0.3501 -1.1884
H -3.2179 1.3233 -0.7581
H -3.9812 -0.3844 0.8484
H -2.4229 -0.6030 1.2573
H 1.5847 2.7762 1.1419
H 2.3206 2.9286 -0.2786
H 0.6767 0.1685 1.9677
Sn -0.6811 2.9921 -0.1730

Quick look at the Mulliken charges, all values in e: number 1, C, carries -1.091; number 2, C, carries -0.736; number 3, C, carries -0.018; number 4, O, carries -0.257; number 5, C, carries 0.101; number 6, C, carries -0.611; number 7, N, carries -0.581; number 8, P, carries 0.255; number 9, N, carries -0.641; number 10, O, carries -0.423; number 11, H, carries 0.342; number 12, H, carries 0.320; number 13, H, carries 0.348; number 14, H, carries 0.332; number 15, H, carries 0.433; number 16, H, carries 0.609; number 17, H, carries 0.257; number 18, H, carries 0.036; number 19, H, carries 0.374; number 20, H, carries 0.334; number 21, H, carries 0.299; number 22, H, carries 0.247; number 23, H, carries 0.409; number 24, H, carries 0.338; number 25, H, carries 0.365; number 26, Sn, carries 0.960

One value per record, in order, for calculated total energy: -459.4725 -459.3974 -1014.4338 Ha.
One value per record, in order, for lowest unoccupied orbital energy: 0.1418 0.1340 -0.3803 Ha.